Density functional theory data (the ωB97M-V functional and the def2-TZVPD basis) for a molecular structure, C48H61N4O2P3S2Sn in a non-equilibrium geometry.

**Energy**: -116176.7426 eV
**E_HOMO (alpha / beta)**: -12.2 / -12.2 eV
**LUMO (alpha / beta)**: -7.71 / -7.07 eV
**HOMO-LUMO gap (alpha / beta)**: 4.49 / 5.12 eV
**Net charge**: +2

Last column: Mulliken charge in e.
Cartesian coordinates (Å):
Sn -0.10256 -0.21104 -0.81754  2.2967
C -2.53581 3.05624 -3.72976  -1.4407
C -1.52916 3.57932 -2.71842  0.4309
C -2.23041 4.01590 -1.43894  -1.8223
P -0.21286 2.28400 -2.33974  1.0146
C 0.93231 2.24350 -3.82668  0.4962
C 0.86918 3.40690 -4.81373  -1.5970
C 0.64838 0.93816 -4.57242  -1.5057
C 0.63422 3.30137 -1.10884  -0.0963
C 1.34986 4.43311 -1.46020  -0.4888
C 1.62538 5.45127 -0.55177  0.4836
C 2.32324 6.69320 -0.98272  -1.6794
C 1.13483 5.31134 0.75562  -1.2663
C 0.54519 4.14333 1.16199  -0.1843
C 0.35769 3.06472 0.26471  -0.5379
N -0.10326 1.85314 0.62703  0.4568
C 0.01330 1.44315 1.91348  -0.2905
C 1.02371 1.89182 2.78933  -0.1155
C 0.96651 1.60171 4.12950  -1.4075
C -0.07969 0.83781 4.65429  -0.1006
C -0.24760 0.67331 6.12593  -1.5636
C -0.95882 0.22083 3.76161  -0.7260
C -0.91150 0.47669 2.40322  0.0210
P -2.01474 -0.21723 1.12762  1.3111
C -3.46925 0.97564 1.21951  0.5434
C -4.31085 0.77976 2.47459  -1.4051
C -4.31724 0.95168 -0.04626  -1.2741
C -2.55716 -1.97980 1.52687  3.1225
C -3.78317 -2.28597 0.66697  -1.6661
C -2.78705 -2.43723 2.96367  -1.8762
H -3.12561 3.88759 -4.11544  0.4601
H -3.20163 2.35240 -3.23941  0.1266
H -2.05438 2.56004 -4.57072  0.3843
H -0.96935 4.42059 -3.14439  0.9013
H -2.55085 3.14624 -0.86927  0.2398
H -3.10453 4.61387 -1.68844  0.5463
H -1.57724 4.61751 -0.81181  0.2614
H 1.93873 2.19603 -3.39067  0.4942
H -0.11731 3.50587 -5.25370  0.3072
H 1.56799 3.21156 -5.62452  0.5108
H 1.14249 4.36083 -4.37423  0.3683
H -0.34167 0.97751 -5.02042  0.2796
H 0.70319 0.06367 -3.91252  0.2485
H 1.37103 0.80399 -5.37190  0.5364
H 1.65142 4.57409 -2.48568  0.1933
H 2.64486 6.63195 -2.01960  0.3961
H 3.19675 6.86815 -0.35489  0.3844
H 1.66778 7.55660 -0.86606  0.3513
H 1.21812 6.13781 1.44432  0.4680
H 0.15815 4.05138 2.16565  0.6036
H 1.84926 2.46223 2.39124  0.6937
H 1.72722 1.99388 4.78708  0.4385
H 0.34088 1.41026 6.66785  0.4267
H 0.07254 -0.32139 6.43965  0.3133
H -1.29409 0.77701 6.41115  0.3816
H -1.72141 -0.42449 4.16596  0.8510
H -2.95683 1.94355 1.27593  0.4928
H -4.88233 -0.14279 2.42832  0.2538
H -5.02329 1.59897 2.55592  0.4438
H -3.69883 0.77426 3.37363  0.3215
H -4.97457 0.08927 -0.06626  0.3689
H -3.68982 0.93097 -0.93727  -0.0589
H -4.94862 1.83754 -0.06908  0.5258
H -1.72423 -2.56681 1.11997  -1.8895
H -4.69442 -1.93946 1.14700  0.3353
H -3.87615 -3.36156 0.52491  0.4587
H -3.69330 -1.82469 -0.31384  0.2489
H -3.53800 -1.83726 3.47020  0.2936
H -1.86499 -2.43868 3.53798  0.4982
H -3.14987 -3.46546 2.93784  0.4896
N -2.32572 -8.00894 1.14545  -0.4683
C -1.79689 -6.93735 0.51889  1.0580
C -1.93495 -6.77487 -0.87495  -0.9145
C -1.41836 -5.66602 -1.50811  -0.7677
C -0.73939 -4.70398 -0.77392  -0.0632
C -0.58233 -4.85253 0.59666  -0.0864
C -1.10026 -5.95188 1.24364  -0.9626
S -0.14985 -3.24305 -1.56177  1.2144
O 0.86706 -2.63513 -0.71373  -0.1014
O 0.17526 -3.39407 -2.94125  -0.8003
N -1.32413 -2.12846 -1.41491  -0.2339
C -2.13065 -1.80299 -2.41166  -0.1976
S -2.75526 -2.90066 -3.60494  -0.1334
C -3.67594 -1.58745 -4.23917  -0.7909
C -3.41774 -0.44509 -3.54998  -0.7354
N -2.54236 -0.56337 -2.52657  0.1714
H -2.80729 -8.71838 0.62244  0.1957
H -2.21442 -8.14295 2.13529  0.1944
H -2.44892 -7.53215 -1.44925  0.3579
H -1.51535 -5.52802 -2.57380  0.5823
H -0.03745 -4.10436 1.14875  -0.0239
H -0.95904 -6.06367 2.30969  0.3773
H -4.33332 -1.71722 -5.07375  0.4972
H -3.87592 0.50776 -3.73792  0.4129
C 2.14367 -2.15979 1.96237  -2.1568
P 2.50243 -0.67685 0.93458  1.6274
C 3.87610 0.04549 1.90553  0.7084
C 3.85328 0.01105 3.29631  -0.5465
C 4.95248 0.42970 4.02324  -0.7295
C 6.08301 0.89751 3.37106  -0.6314
C 6.09131 0.98292 1.98703  -0.6528
C 4.98692 0.57803 1.25864  -0.9592
C 3.46475 -1.35136 -0.46839  -0.0403
C 4.45742 -2.30199 -0.26616  -0.5618
C 5.13177 -2.83016 -1.35199  -0.7859
C 4.80642 -2.43110 -2.63870  -0.7551
C 3.83241 -1.46448 -2.84329  -0.5187
C 3.18109 -0.91242 -1.75440  0.8224
H 3.03746 -2.52445 2.46583  0.6880
H 1.75350 -2.92060 1.29542  0.4705
H 1.38622 -1.90320 2.70345  0.4806
H 2.98164 -0.35983 3.81456  0.4058
H 4.93072 0.37724 5.10189  0.4667
H 6.94761 1.20404 3.94030  0.4156
H 6.96509 1.35607 1.47468  0.4551
H 4.99679 0.64387 0.18094  0.4276
H 4.70057 -2.61815 0.73792  0.4129
H 5.90568 -3.56528 -1.18934  0.4591
H 5.31734 -2.86929 -3.48260  0.4199
H 3.57959 -1.15189 -3.84560  0.5069
H 2.42817 -0.11985 -1.88181  -0.2921

Density functional theory data (the ωB97M-V functional and the def2-TZVPD basis) for a molecular structure, C11H12F5N2O3Pd.

**Energy**: -37789.4185 eV
**E_HOMO**: -3.2 eV
**LUMO**: 3.16 eV
**HOMO-LUMO gap**: 6.36 eV
**Net charge**: -1

Last column: Mulliken charge in e.
Cartesian coordinates (Å):
Pd -1.38715 -0.10893 -0.48589  -0.8064
C 3.79731 -0.50228 1.31789  -0.7010
O 3.01503 -1.04685 0.26538  -0.3314
C 1.78412 -1.56369 0.52702  0.5660
O 1.13530 -2.03013 -0.36684  -0.4763
N 1.40778 -1.51308 1.85220  -0.0594
N 0.09410 -2.02081 2.09875  -0.7246
H 4.77626 -0.30119 0.88947  0.2588
H 3.89538 -1.20502 2.14717  0.3484
H 3.37324 0.43944 1.67351  0.2100
H 1.56662 -0.59553 2.24958  0.3173
H -0.55136 -1.54563 1.45606  0.2005
H -0.14380 -1.72287 3.03702  0.2496
C -2.28750 -3.03193 -1.30752  -0.3342
O -3.33633 -2.28306 -0.66663  -0.2911
C -3.00711 -1.08778 -0.18383  0.5698
C -4.24606 -0.50560 0.44320  -1.0340
H -2.40654 -4.06617 -0.98700  0.2349
H -1.31841 -2.62567 -1.01276  0.0520
H -2.42435 -2.94681 -2.38454  0.2647
H -5.10317 -1.18607 0.42756  0.2972
H -4.48008 0.41286 -0.09936  0.2460
H -4.01021 -0.20684 1.46515  0.2175
F 1.12127 1.35109 1.28699  -0.3755
C 0.90734 1.93694 0.05597  0.9340
C 0.04845 1.36679 -0.85280  -0.8667
C -0.05872 2.11395 -2.01288  1.1051
F -0.86339 1.69996 -3.03182  -0.3189
C 0.60437 3.30348 -2.26463  -0.1998
F 0.44665 3.97908 -3.42057  -0.3193
C 1.46018 3.81470 -1.30282  0.8975
F 2.13140 4.96244 -1.51575  -0.3446
C 1.61335 3.11522 -0.12294  -0.4541
F 2.44605 3.59999 0.82564  -0.3323

Density functional theory data (the ωB97M-V functional and the def2-TZVPD basis) for a molecular structure, C49H47CsN8O4P2S2.

**Energy**: -112487.3853 eV
**E_HOMO**: -7.9 eV
**LUMO**: 0.05 eV
**HOMO-LUMO gap**: 7.97 eV

Last column: Mulliken charge in e.
Cartesian coordinates (Å):
Cs 0.00243 0.66251 0.67701  1.8218
C 0.44205 1.22192 5.54063  -0.9244
C 0.89093 2.31929 4.63903  0.1618
N 0.95439 2.24639 3.32508  -0.0092
C 1.41862 3.46597 2.89788  0.3617
C 1.69320 4.26200 3.97561  0.0336
N 1.32499 3.52246 5.07329  -0.0158
C 2.28979 5.60100 4.16407  0.4751
O 2.85058 6.15407 3.10781  -0.5615
O 2.30247 6.10488 5.26657  -0.6480
C 1.55302 3.79144 1.43514  0.4289
O 2.49954 4.56033 1.10128  -0.9882
O 0.74742 3.23503 0.67633  -0.7589
H 0.56810 0.27033 5.02712  -0.0742
H -0.61259 1.33603 5.79839  0.3528
H 1.01913 1.20504 6.46520  0.3933
H 1.39209 3.87111 6.01650  0.2235
H 2.82043 5.54297 2.30866  0.4436
N -3.18022 -1.41824 -3.35286  0.2311
C -4.57788 -1.27652 -3.27174  -0.0409
C -5.38643 -1.34691 -4.39526  -0.7462
C -6.76053 -1.19734 -4.26124  -0.6364
C -7.31892 -0.93268 -3.01947  -0.5952
C -6.50148 -0.82851 -1.90089  -0.6033
C -5.13699 -1.03450 -2.02318  0.8443
S -4.04836 -1.05015 -0.63365  -0.0772
N -2.63142 -0.38825 -1.30610  -0.1016
C -2.35390 -0.69517 -2.51425  0.3423
C -1.05397 -0.25188 -3.09390  -0.5278
C -0.97297 0.21793 -4.39822  -0.4151
C 0.26867 0.58145 -4.89692  -0.8552
C 1.37670 0.45546 -4.07372  -0.9159
C 1.19045 -0.01351 -2.78059  -0.3555
N 0.00219 -0.36050 -2.29276  0.3630
H -2.79843 -1.66724 -4.25098  0.3386
H -4.94216 -1.52981 -5.36727  0.4027
H -7.39315 -1.27439 -5.13564  0.3840
H -8.38781 -0.80077 -2.91923  0.3755
H -6.92042 -0.60703 -0.92690  0.4353
H -1.86451 0.31582 -5.00470  0.6087
H 0.36939 0.95987 -5.90580  0.4252
H 2.36834 0.72569 -4.40711  0.4625
H 2.03898 -0.12166 -2.10924  0.5187
C 0.91740 -4.48186 -4.04571  -0.6228
S -0.74482 -3.79051 -3.87918  -0.0197
C -1.40164 -4.80659 -2.52143  -1.0916
C -0.54389 -4.82561 -1.26225  -0.1988
C -0.39722 -3.43547 -0.65854  -0.2409
N 0.46128 -3.38625 0.55575  1.0426
P -0.32066 -2.90625 2.02787  0.1719
C 0.42982 -4.00666 3.28185  1.3124
C 0.48512 -3.52607 4.58571  -0.8667
C 1.02789 -4.30344 5.59949  -0.5705
C 1.52761 -5.56517 5.31268  -0.6463
C 1.48122 -6.04906 4.01096  -0.8400
C 0.93752 -5.27118 3.00163  0.0349
C -1.97726 -3.68842 1.93263  0.7393
C -3.07310 -2.86353 2.15559  -0.7711
C -4.36079 -3.38549 2.18705  -0.5071
C -4.56091 -4.73882 1.97930  -0.6275
C -3.47111 -5.57563 1.75485  -0.7617
C -2.18972 -5.05519 1.74333  -0.3490
P 1.88861 -2.42082 0.16225  0.3493
C 2.73733 -2.24879 1.78485  -0.0833
C 2.74346 -1.00260 2.41335  0.9420
C 3.37918 -0.82063 3.63467  -0.8150
C 4.01890 -1.88487 4.25049  -0.7749
C 4.03508 -3.12751 3.63016  -0.7797
C 3.40926 -3.30072 2.40778  -0.2148
C 2.96539 -3.65222 -0.64991  0.7010
C 2.83942 -5.03298 -0.53986  0.3448
C 3.71086 -5.87206 -1.21985  -0.9013
C 4.71991 -5.33566 -2.00793  -0.7766
C 4.85842 -3.95809 -2.11363  -0.4700
C 3.98033 -3.11677 -1.44549  -1.1584
H 1.34805 -4.03979 -4.94252  0.4427
H 0.87104 -5.56360 -4.17037  0.3249
H 1.54606 -4.22838 -3.19204  -0.1547
H -1.55461 -5.81839 -2.89940  0.5821
H -2.38494 -4.37683 -2.30961  0.4130
H 0.43854 -5.23698 -1.49097  0.1437
H -1.00803 -5.50067 -0.54002  -0.0856
H -1.39735 -3.03735 -0.44913  -0.0570
H 0.02231 -2.76800 -1.41885  -0.2687
H 0.11429 -2.53027 4.80454  0.2468
H 1.07146 -3.91991 6.61138  0.4400
H 1.95825 -6.17052 6.10050  0.3930
H 1.87639 -7.03204 3.78410  0.4195
H 0.91855 -5.63328 1.98069  -0.1402
H -2.91633 -1.80096 2.30419  0.4427
H -5.20575 -2.73158 2.36372  0.5180
H -5.56289 -5.14874 1.99693  0.3908
H -3.62454 -6.63701 1.60314  0.4582
H -1.34379 -5.71685 1.60690  0.2937
H 2.27968 -0.12418 1.97870  -0.7143
H 3.36909 0.15996 4.09567  0.5581
H 4.51426 -1.74493 5.20300  0.4172
H 4.53973 -3.96385 4.09850  0.4531
H 3.44290 -4.27223 1.93250  0.4002
H 2.04882 -5.44875 0.07126  -0.0054
H 3.60352 -6.94689 -1.13314  0.4614
H 5.39847 -5.99214 -2.53850  0.3726
H 5.64954 -3.53798 -2.72218  0.4692
H 4.09115 -2.03786 -1.52304  0.5569
N 3.54974 2.60793 -0.83089  0.3047
C 3.88700 2.60335 -2.15504  -0.2191
C 4.38662 1.35505 -2.40589  -0.8474
N 4.34827 0.58831 -1.26587  -0.3407
C 3.84908 1.38176 -0.34286  -0.6453
H 3.16505 3.39215 -0.29802  0.2199
H 3.75730 3.46863 -2.78196  0.4455
H 4.78042 0.96236 -3.33064  0.4774
H 3.70669 1.13512 0.69879  0.7050

Density functional theory data (the ωB97M-V functional and the def2-TZVPD basis) for a molecular structure, C3H10N2O2 in a non-equilibrium geometry.

**Energy**: -10340.0801 eV
**E_HOMO (alpha / beta)**: -3.4 / -10.0 eV
**2S+1**: 3
**LUMO (alpha / beta)**: 0.79 / -1.67 eV
**HOMO-LUMO gap (alpha / beta)**: 4.14 / 8.29 eV

Last column: Mulliken charge in e.
Cartesian coordinates (Å):
C -1.50788 0.75396 -0.47959  -1.4143
C 1.28871 0.55894 -0.64950  -0.8814
C 0.18668 0.15337 0.33196  0.6658
N 0.21125 -2.09369 -0.18934  -0.5822
N 0.22421 -1.16931 0.74514  -0.0818
O 1.26604 2.00482 -0.88693  -0.4725
O 0.18851 0.93668 1.45906  -0.5342
H -1.23226 1.71364 -0.93721  0.3592
H -1.72090 -0.05670 -1.27356  0.3916
H -2.24248 0.85914 0.32342  0.4063
H 1.35016 0.06613 -1.63990  0.3131
H 2.21571 0.34491 -0.20769  0.3688
H -0.44465 -2.04414 -0.98163  0.2385
H 1.09157 -2.38474 -0.59900  0.2587
H -0.34205 -1.45743 1.68285  0.3029
H 0.85432 2.17921 -1.77899  0.3103
H 0.00761 1.82388 1.26905  0.3514

> What is the energy in the third record?

-112487.3853 eV